DFT (ωB97M-V/def2-TZVPD) results for a cluster of 3 separate species, C3H12NO in total in a non-equilibrium geometry.

Bonds (Å) are listed after each position.
Element x y z (Å)
1 C -0.149 -1.300 0.546  C2 1.541, N4 1.392, H5 1.215, H6 1.098
2 C 0.512 0.053 0.873  C1 1.541, C3 1.521, H7 1.090, H8 1.106
3 C 1.562 0.484 -0.139  C2 1.521, H9 1.084, H10 1.089, H11 1.090
4 N -1.282 -1.578 1.305  C1 1.392, H12 1.012, H13 1.018
5 H -0.338 -1.308 -0.654  C1 1.215
6 H 0.555 -2.121 0.738  C1 1.098
7 H 0.931 -0.016 1.877  C2 1.090
8 H -0.296 0.807 0.925  C2 1.106
9 H 1.861 1.500 0.094  C3 1.084
10 H 2.445 -0.153 -0.106  C3 1.089
11 H 1.142 0.444 -1.144  C3 1.090
12 H -2.120 -1.120 0.970  N4 1.012
13 H -1.495 -2.568 1.417  N4 1.018
14 H -1.239 0.043 -0.845  no bonds
15 H -0.865 2.854 -2.476  O17 0.975
16 H -0.879 1.612 -1.568  O17 0.956
17 O -0.345 2.366 -1.811  H15 0.975, H16 0.956

Summary:
ΔE to the lowest compared entry with this formula, charge and spin	706.68	kJ/mol
gap between HOMO and LUMO	0.2254	hartree
energy	-251.00119	Eh
2S+1	1
M	78.13	g/mol
charge	+1
HOMO energy	-15.55	eV

DFT (ωB97M-V/def2-TZVPD) results for a cluster of 3 separate species, C3H12NO2 in total in a non-equilibrium geometry.

Bonds (Å) are listed after each position.
Element x y z (Å)
1 C -0.213 -1.536 2.714  C2 1.526, H5 1.080, H6 1.075, H7 1.085
2 C -0.525 -0.370 1.781  C1 1.526, C3 1.315, H8 1.083
3 C -1.550 -0.497 0.968  C2 1.315, N4 1.485, H9 1.078
4 N -1.831 0.556 -0.041  C3 1.485, H10 1.025, H11 1.020, H12 1.018
5 H -0.796 -1.452 3.620  C1 1.080
6 H -0.537 -2.435 2.222  C1 1.075
7 H 0.860 -1.590 2.864  C1 1.085
8 H 0.141 0.476 1.898  C2 1.083
9 H -2.204 -1.350 0.886  C3 1.078
10 H -1.813 1.471 0.419  N4 1.025
11 H -1.078 0.614 -0.727  N4 1.020
12 H -2.726 0.508 -0.523  N4 1.018
13 H 1.804 1.222 -1.213  O15 0.964
14 H 1.328 -0.199 -1.039  O15 0.961
15 O 1.079 0.708 -0.841  H13 0.964, H14 0.961
16 H 1.404 0.646 -3.722  O18 0.965
17 H 2.736 1.231 -4.026  O18 0.963
18 O 2.299 0.686 -3.363  H16 0.965, H17 0.963

Summary:
ΔE to the lowest compared entry with this formula, charge and spin	109.10	kJ/mol
gap between HOMO and LUMO	0.4134	hartree
energy	-326.47155	Eh
2S+1	1
M	94.13	g/mol
charge	+1
HOMO energy	-14.56	eV